# 1
Entry from the Open Molecules 2025 dataset: a structure of composition C16H15MgN6O3S at a distorted geometry (ωB97M-V/def2-TZVPD).

Each line ends with the Löwdin charge.
Positions of all 42 atoms, in Å:
S: -3.16 2.72 -1.27  1.02
Mg: -0.73 0.49 0.20  0.62
O: -1.34 -1.19 1.35  -0.09
O: -2.76 0.17 -1.80  -0.01
O: -2.52 0.69 1.51  -0.07
N: -2.96 5.15 -0.14  0.09
N: -2.06 1.10 -1.43  -0.26
N: 1.26 0.71 0.87  0.05
N: -0.37 2.74 -0.01  0.00
N: 0.00 -0.94 -1.38  0.18
N: -1.08 3.86 0.01  -0.02
C: -1.74 -5.36 -1.05  -0.05
C: 3.19 1.96 0.06  0.02
C: -0.71 -6.13 -0.47  -0.01
C: 3.42 -0.07 1.36  -0.02
C: 1.78 1.78 0.21  -0.22
C: -0.43 -3.38 -0.72  -0.22
C: 0.44 -5.45 0.01  -0.05
C: -2.28 3.98 -0.40  -0.69
C: 1.58 4.26 -0.48  -0.01
C: 3.98 1.03 0.68  -0.03
C: 2.05 -0.29 1.34  -0.07
C: 0.56 -4.08 -0.07  -0.03
C: 0.98 2.92 -0.11  -0.21
C: -2.23 -0.46 1.86  -0.53
C: -1.63 -4.01 -1.17  0.00
C: -0.19 -2.04 -1.03  -0.13
H: -2.44 -3.44 -1.52  0.11
H: -2.56 5.94 0.44  0.15
H: 0.72 4.94 -0.67  0.08
H: 5.05 1.07 0.56  0.12
H: 1.30 -5.99 0.33  0.11
H: 1.50 -3.58 0.25  0.14
H: 1.58 -1.12 1.78  0.11
H: -3.95 5.22 -0.18  0.08
H: -2.95 -0.93 2.63  0.17
H: 2.17 4.58 0.39  0.10
H: 4.03 -0.80 1.88  0.12
H: 2.23 4.14 -1.36  0.10
H: -0.76 -7.17 -0.53  0.09
H: -2.60 -5.85 -1.49  0.12
H: 3.63 2.83 -0.45  0.13

The calculation puts the energy above the lowest of the compared OMol25 structures with the same formula, charge and spin at 1.109 eV. As for the molar mass: 395.7 g/mol. The total energy comes out at -48192.0739 eV. The orbital gap comes out at 0.24375 Ha. The total charge is +1.

***

# 2
Entry from the Open Molecules 2025 dataset: a cluster of 3 separate species, C16H15N3O2 in total at a distorted geometry (ωB97M-V/def2-TZVPD).

Each line ends with the Löwdin charge.
Positions of all 36 atoms, in Å:
O: 2.84 -3.58 -2.09  0.11
O: 2.60 1.05 -2.65  0.10
N: -3.29 1.90 2.73  0.05
N: -1.87 -0.19 -0.44  0.03
N: 2.78 0.54 0.27  0.12
C: -3.23 1.11 4.99  -0.09
C: 3.35 -2.51 -1.84  -0.38
C: 3.02 -0.38 -0.77  -0.26
C: -2.57 -0.04 4.59  -0.09
C: -2.67 0.40 -2.62  -0.07
C: 3.26 0.16 -2.16  -0.32
C: -2.27 -0.21 3.25  -0.07
C: -2.86 -0.05 -1.33  -0.15
C: -3.57 2.04 4.03  -0.17
C: -0.34 0.58 -2.13  -0.05
C: -1.39 0.71 -3.03  -0.07
C: 4.37 -1.86 -2.75  0.02
C: 3.05 -1.70 -0.63  0.04
C: -2.65 0.79 2.36  -0.15
C: 4.35 -0.55 -2.89  0.02
C: -0.64 0.12 -0.85  -0.13
H: -4.09 2.95 4.30  0.10
H: -3.85 -0.31 -0.96  0.11
H: 5.06 -0.01 -3.51  0.12
H: -1.76 -1.09 2.89  0.10
H: -2.43 0.69 1.29  0.06
H: 0.14 -0.01 -0.11  0.09
H: -1.20 1.07 -4.04  0.11
H: 3.52 1.24 0.24  0.10
H: 2.87 -2.17 0.33  0.13
H: -2.29 -0.80 5.31  0.10
H: 5.10 -2.50 -3.22  0.12
H: 2.97 0.03 1.13  0.10
H: 0.68 0.82 -2.42  0.07
H: -3.51 0.49 -3.30  0.10
H: -3.48 1.27 6.03  0.10

The calculation puts the energy above the lowest of the compared OMol25 structures with the same formula, charge and spin at 3.091 eV. As for the molar mass: 281.3 g/mol. The total energy comes out at -25398.4553 eV. Its SMILES is NC1=CC(=O)C=CC1=O.c1ccncc1.c1ccncc1. The orbital gap comes out at 0.29921 Ha.

***

# 3
Entry from the Open Molecules 2025 dataset: the molecule C16H15N3O2S2 at a distorted geometry (ωB97M-V/def2-TZVPD).

Each line ends with the Löwdin charge.
Positions of all 38 atoms, in Å:
S: -4.00 1.66 0.92  1.03
S: -1.57 -2.47 0.99  1.00
O: -4.88 -1.72 4.13  0.02
O: -3.33 -1.69 5.89  0.09
N: -1.54 0.32 0.60  0.05
N: 0.20 -0.96 -0.17  -0.05
N: -2.62 0.15 2.63  0.12
C: 3.56 -0.93 -4.06  -0.06
C: 2.90 0.36 -4.09  -0.05
C: -3.83 0.39 4.68  -0.06
C: 1.80 -0.17 -1.96  -0.17
C: -0.96 -0.89 0.59  -0.58
C: 0.10 -3.26 0.57  -0.30
C: 2.45 -1.42 -1.96  -0.19
C: -2.67 0.58 1.36  -0.64
C: -4.58 1.47 2.50  -0.42
C: -4.00 -1.12 4.85  -0.43
C: 1.99 -2.39 -0.86  -0.09
C: 0.71 0.25 -1.02  -0.03
C: 0.53 -2.29 -0.54  -0.42
C: 2.04 0.74 -3.01  -0.04
C: 3.32 -1.74 -2.96  -0.06
C: -3.78 0.69 3.22  -0.46
H: 3.07 1.13 -4.90  0.11
H: -0.05 -2.49 -1.43  0.15
H: 4.15 -1.30 -4.87  0.09
H: 1.20 1.05 -0.44  0.14
H: -4.80 0.86 5.03  0.14
H: -3.60 -2.63 5.91  0.13
H: -0.03 -4.25 0.17  0.08
H: 0.02 0.72 -1.73  0.12
H: 3.65 -2.79 -2.75  0.13
H: -5.52 1.90 2.96  0.11
H: 0.78 -3.22 1.37  0.08
H: 2.62 -2.09 -0.05  0.13
H: 1.69 1.70 -3.00  0.08
H: 2.18 -3.40 -1.21  0.12
H: -2.89 0.82 5.17  0.15

The calculation puts the energy above the lowest of the compared OMol25 structures with the same formula, charge and spin at 0.906 eV. As for the molar mass: 345.4 g/mol. The total energy comes out at -47069.9280 eV. Its SMILES is O=C(O)Cc1csc(/N=C2\SC[C@@H]3Cc4ccccc4CN23)n1. The orbital gap comes out at 0.31055 Ha.

***

# 4
Entry from the Open Molecules 2025 dataset: a structure of composition C16H15N5ORhS5 at a distorted geometry (ωB97M-V/def2-TZVPD).

Each line ends with the Mulliken spin population.
Positions of all 43 atoms, in Å:
Rh: 0.74 -0.15 -0.07  1.18
S: 4.78 2.26 -0.04  0.72
S: 3.11 -0.03 0.18  1.18
S: 4.04 0.28 -2.59  0.64
S: -3.33 -5.61 2.85  0.00
S: 5.20 1.70 -1.88  0.41
O: 0.45 1.98 -0.18  -0.05
N: -3.75 -4.08 2.48  0.00
N: -1.31 -0.52 0.20  0.01
N: 0.65 4.14 -0.71  0.00
N: -1.87 -5.57 2.20  0.00
N: 0.76 -2.20 0.04  -0.08
C: -1.51 -1.78 0.70  -0.01
C: 1.18 5.25 -1.48  0.00
C: -3.49 0.11 0.95  -0.01
C: -2.72 -2.12 1.32  -0.01
C: 1.59 -4.46 -0.10  0.01
C: 1.62 2.48 -2.23  0.04
C: -0.27 4.46 0.38  0.00
C: 1.75 -3.09 -0.24  -0.03
C: 0.46 -4.97 0.58  0.00
C: -0.39 -2.71 0.54  0.02
C: -2.79 -3.48 1.81  0.00
C: -0.52 -4.05 0.90  0.01
C: -2.27 0.38 0.34  0.01
C: -1.69 -4.37 1.66  0.00
C: 0.91 2.84 -0.97  -0.01
C: -3.75 -1.17 1.44  0.00
H: 2.12 5.65 -1.05  0.00
H: -0.23 3.68 1.16  0.00
H: -1.26 4.54 -0.04  0.00
H: 2.37 -5.13 -0.39  0.00
H: 2.64 -2.68 -0.70  -0.01
H: 1.33 1.47 -2.47  -0.01
H: 0.41 6.03 -1.47  0.00
H: -4.20 0.91 1.00  0.00
H: 0.42 -6.03 0.81  0.00
H: -4.69 -1.38 1.88  0.00
H: 1.38 4.96 -2.50  0.00
H: 2.72 2.46 -2.07  -0.03
H: -2.05 1.39 -0.01  0.00
H: 1.38 3.20 -3.00  0.00
H: 0.07 5.41 0.79  0.00

The calculation puts the energy above the lowest of the compared OMol25 structures with the same formula, charge and spin at 1.455 eV. As for the molar mass: 556.6 g/mol. The total energy comes out at -83511.4921 eV. The orbital gap (alpha / beta) comes out at 0.21395 / 0.23264 Ha. The total charge is +1. Its multiplicity is 5.

***

# 5
Entry from the Open Molecules 2025 dataset: a structure of composition C16H15NO3 at a distorted geometry (ωB97M-V/def2-TZVPD).

Each line ends with the Löwdin charge.
Positions of all 35 atoms, in Å:
O: 1.09 -2.85 0.81  0.09
O: 0.85 0.30 -2.79  0.07
O: -1.05 1.16 -0.98  -0.06
N: 0.71 -0.79 0.73  0.08
C: -0.38 -2.08 2.27  -0.12
C: -1.34 -1.05 2.74  -0.01
C: -2.18 -0.94 3.94  0.04
C: -1.69 -2.17 4.76  -0.10
C: 1.16 3.72 -3.47  0.05
C: 0.00 4.33 -2.47  -0.01
C: 1.19 2.39 -3.65  -0.03
C: 0.03 -2.81 3.48  0.01
C: -0.64 -2.80 4.58  -0.22
C: 0.51 -0.39 -1.78  -0.47
C: -1.08 -0.22 -1.58  0.00
C: -0.50 3.33 -1.87  -0.06
C: 0.50 -1.93 1.33  -0.63
C: -0.15 1.91 -1.96  -0.14
C: 1.15 -0.40 -0.58  -0.20
C: 0.73 1.64 -2.75  -0.37
H: 2.16 -1.08 -0.66  0.18
H: -2.29 -2.12 5.74  0.13
H: 0.83 -3.64 3.14  0.18
H: 2.00 0.62 -0.63  0.23
H: -2.97 -0.29 4.06  0.06
H: -1.64 -0.17 1.95  0.13
H: -1.26 3.71 -1.04  0.16
H: 0.55 -1.69 -2.22  0.24
H: -1.24 -0.73 -0.79  0.04
H: -0.59 -3.68 5.24  0.14
H: 0.17 0.15 1.08  0.20
H: 0.16 5.35 -2.39  0.08
H: 1.61 4.30 -4.10  0.03
H: 2.04 2.12 -4.28  0.15
H: -1.66 -0.27 -2.51  0.15

The calculation puts the energy above the lowest of the compared OMol25 structures with the same formula, charge and spin at 15.931 eV. As for the molar mass: 269.3 g/mol. The total energy comes out at -24453.3200 eV. The orbital gap comes out at 0.31593 Ha.

***

# 6
Entry from the Open Molecules 2025 dataset: the molecule C16H15NO5 (ωB97M-V/def2-TZVPD).

Each line ends with the Löwdin charge.
Positions of all 37 atoms, in Å:
O: -0.29 1.90 -0.36  0.00
O: -2.92 -0.84 1.02  0.02
O: -2.17 -0.03 -0.95  0.12
O: 1.10 3.46 -1.19  0.13
O: -2.90 3.59 0.92  0.12
N: -2.80 1.35 0.78  0.20
C: 3.09 2.19 0.42  0.00
C: 4.16 0.13 0.97  -0.02
C: 1.06 -2.00 -0.90  -0.08
C: 2.02 1.53 -0.14  -0.07
C: -3.90 -2.61 -0.35  -0.06
C: 2.01 0.11 -0.21  -0.09
C: 0.93 2.40 -0.65  -0.43
C: 2.13 -2.69 -0.30  -0.08
C: -2.58 0.13 0.17  -0.53
C: -2.44 2.62 0.37  -0.40
C: 1.00 -0.63 -0.85  -0.01
C: 4.16 1.49 0.98  -0.06
C: -1.42 2.68 -0.74  -0.05
C: 3.13 -2.00 0.31  -0.04
C: 3.11 -0.59 0.37  -0.16
C: -2.76 -2.19 0.55  -0.20
H: 4.98 2.04 1.43  0.11
H: 0.18 -0.12 -1.31  0.10
H: -3.78 -3.66 -0.63  0.08
H: 3.09 3.27 0.44  0.12
H: -1.80 -2.26 0.02  0.11
H: 2.15 -3.77 -0.35  0.10
H: -3.91 -2.01 -1.26  0.07
H: 4.98 -0.43 1.41  0.11
H: -1.84 2.27 -1.66  0.14
H: 3.96 -2.52 0.76  0.11
H: -3.34 1.31 1.64  0.17
H: -2.73 -2.79 1.46  0.13
H: -1.11 3.72 -0.90  0.14
H: 0.29 -2.55 -1.41  0.10
H: -4.86 -2.49 0.16  0.08

The calculation puts the energy above the lowest of the compared OMol25 structures with the same formula, charge and spin at 0.000 eV. As for the molar mass: 301.3 g/mol. The total energy comes out at -28564.4286 eV. Its SMILES is CCOC(=O)NC(=O)COC(=O)c1cccc2ccccc12. The orbital gap comes out at 0.31738 Ha.